No. 1
The following is a quantum chemistry calculation of a structure of composition C39H45AsIrN8PSi, from OMol25.

Output
- Total charge: +2
- Highest occupied orbital energy: -0.45911 Ha
- Multiplicity: 1
- HOMO-LUMO gap: 0.2805 hartree
- E_LUMO: -4.86 eV

Geometry as XYZ:
```
96
C39H45AsIrN8PSi, DFT ωB97M-V/def2-TZVPD
Ir -0.3942 0.4502 0.2378
As 1.1671 -1.4019 0.0069
P 0.1049 3.8813 -0.3700
Si -3.0810 -1.0877 -1.6434
N 0.7257 2.9446 -2.9462
N 2.1621 3.5457 1.5458
N -1.3427 -0.5036 1.7994
N 1.0442 1.7033 1.1221
N -2.5730 4.0589 0.5280
N 0.1963 1.3388 -1.5482
N -1.9899 -0.8026 -0.2806
N -1.7828 2.0156 0.4923
C 0.5140 -3.6537 3.5004
C -1.3909 -0.5578 3.1437
C -4.3859 0.2515 -1.6687
C -0.7275 -4.5297 -2.0841
C -2.4165 -1.2451 3.7533
C 2.6098 -2.2232 2.3816
C 5.5759 -0.4259 -1.3265
C -1.5006 3.2898 0.2398
C 4.6717 0.6131 -1.1696
C 2.0234 1.4156 2.0315
C 1.3505 -2.7521 -2.5452
C 1.0010 4.2678 -3.5028
C 5.1800 -1.7359 -1.0832
C -0.3790 -3.6067 -1.1096
C -3.3920 -1.8634 2.9645
C 0.3558 -3.0534 2.2608
C 2.7608 -2.8187 3.6273
C 0.8723 1.7646 -3.6162
C -2.1379 -1.0169 -3.2459
C 1.4053 -2.3372 1.6888
C -3.0655 1.9674 0.9587
C 0.6721 -2.7206 -1.3273
C -2.6714 5.5140 0.4449
C -3.3488 -1.7957 1.5922
C 1.7143 -3.5356 4.1872
C -3.9209 -2.7579 -1.4895
C 0.9822 -3.6620 -3.5273
C -0.3044 0.1068 3.9216
C 2.7217 2.5536 2.3004
C 2.5641 4.9498 1.5823
C 2.9698 -0.9598 -0.5197
C 0.3254 2.6570 -1.6877
C 3.8818 -2.0035 -0.6814
C -0.0520 -4.5563 -3.2952
C 1.1422 3.0041 0.8442
C 0.5532 0.7722 -2.7385
C -2.2817 -1.0895 1.0048
C -3.5629 3.2358 0.9860
C 3.3685 0.3476 -0.7670
H -1.9262 5.8912 -0.2497
H 1.9803 4.6196 -3.1843
H 0.9822 4.1940 -4.5861
H -0.1707 1.1421 3.6042
H -1.7789 -0.0116 -3.4632
H -4.9866 0.2546 -0.7557
H 0.5405 -0.2918 -2.8904
H -4.9184 -2.6724 -1.0543
H -3.9413 1.2432 -1.7869
H -2.8271 -1.2913 -4.0488
H 1.8346 -4.0065 5.1536
H -4.1107 -2.2533 0.9828
H -3.6599 5.7802 0.0805
H 2.0765 5.4606 2.4103
H 5.8830 -2.5485 -1.2079
H -4.0476 -3.1866 -2.4863
H 2.1664 0.4273 2.4263
H -3.3521 -3.4756 -0.8983
H 2.1741 -2.0769 -2.7357
H 3.4461 -1.6890 1.9492
H -0.5330 0.0927 4.9846
H -4.2033 -2.3961 3.4442
H 1.1842 1.7270 -4.6454
H 3.7032 -2.7316 4.1518
H -2.4575 -1.2977 4.8312
H 3.6419 5.0023 1.7091
H -2.5135 5.9581 1.4257
H -0.6015 -3.1358 1.7634
H 2.6682 1.1651 -0.6439
H -3.5481 1.0466 1.2349
H -5.0720 0.0955 -2.5050
H 4.9813 1.6325 -1.3606
H -0.3303 -5.2737 -4.0555
H 3.5782 -3.0276 -0.4970
H 0.6362 -0.4272 3.7690
H -4.5254 3.6136 1.2842
H 6.5900 -0.2185 -1.6409
H -1.5342 -5.2264 -1.8982
H 2.2940 5.4328 0.6473
H 1.5158 -3.6806 -4.4683
H -1.3012 -1.7207 -3.2823
H -0.9347 -3.5902 -0.1830
H -0.3067 -4.2121 3.9313
H 0.2362 4.9719 -3.1867
H 3.5534 2.7376 2.9582
```

---

No. 2
The following is a quantum chemistry calculation of a structure of composition C39H45F3N4O23S2, from OMol25.

Output
- Highest occupied orbital energy: -0.34910 Ha
- Multiplicity: 1
- HOMO-LUMO gap: 0.3041 hartree
- E_LUMO: -1.23 eV

Geometry as XYZ:
```
116
C39H45F3N4O23S2, DFT ωB97M-V/def2-TZVPD
S 2.1301 1.1872 2.1621
S -1.5862 -4.1826 -0.9692
F -2.8798 0.3309 -1.6168
F -1.3142 1.3354 -0.3636
F 0.5172 -0.1101 -6.0053
O 2.2315 -1.2734 0.6162
O -2.7731 0.5600 -3.9734
O -5.0223 -4.2605 1.5485
O 0.7233 0.3752 -0.1830
O 3.4175 0.1660 2.2925
O 1.7819 1.4964 0.7414
O 0.1223 3.5341 6.6863
O -1.6548 -2.9238 -1.7246
O -4.5159 1.8096 -3.4741
O -4.5991 0.2488 -5.2052
O -1.4477 4.7718 6.2581
O 0.0233 -1.6572 0.4298
O 1.1024 1.5290 -4.7589
O 0.3640 0.2754 -3.0474
O -5.2598 -3.2563 3.4979
O -0.1059 2.5992 -3.0570
O 0.2143 -2.6529 -3.1587
O -1.4355 -5.5490 -1.5325
O 1.2483 0.5193 3.1244
O -0.3320 -4.0295 0.1086
O 0.5824 -4.5290 -4.1223
O 3.8894 4.8787 0.8351
O 3.8264 3.3089 -0.6695
N 3.2771 4.1935 0.0129
N -0.7142 3.8706 5.9356
N -5.0732 -3.2614 2.3160
N 0.9045 -3.5954 -3.3310
C 4.9802 1.3648 0.8094
C 2.8744 2.7356 2.9191
C 1.0020 3.3288 -0.6430
C -2.4415 1.1408 -2.6783
C 1.4713 0.2216 -5.0826
C -4.6900 -1.6090 0.3321
C 1.9278 -3.9387 1.0855
C -3.9939 -0.4808 -0.1554
C 4.0644 -5.0108 -1.7278
C -4.5776 -1.9132 1.7085
C 1.1222 5.3630 0.6855
C -2.2585 3.1434 2.4722
C 3.4781 -3.0674 -0.5482
C -3.4778 2.1985 -2.6114
C -1.0342 4.5535 -0.0863
C 3.1133 -4.6951 -2.7300
C -1.9310 3.7868 3.7240
C 0.3904 1.5832 -3.5807
C -1.0074 3.2217 4.6326
C 0.8841 -4.7963 0.2156
C 2.3948 -2.8790 -1.3503
C -3.2969 0.3538 0.7291
C 4.2635 0.1047 1.1442
C 1.2653 -0.6066 -3.8429
C 1.8023 4.2805 0.0356
C -0.6311 0.2271 -0.6515
C 2.1481 -3.7315 -2.4286
C 1.0773 -0.8960 0.2582
C -3.2537 0.0791 2.0587
C -3.9541 -1.0469 2.5546
C -2.9645 -4.0746 0.2928
C -0.5178 1.6062 2.9119
C -1.4647 2.0618 2.0309
C -0.2566 5.5415 0.5591
C -0.3728 3.4454 -0.7066
C -0.3648 2.0571 4.2138
C -1.1759 -0.9818 0.0903
C 4.2265 -4.2396 -0.6604
C -4.0186 0.8452 -4.3365
H -2.7382 1.2318 0.4405
H 4.9265 -0.7388 1.3366
H -3.0215 -3.0194 0.5603
H -2.4714 0.6075 2.5832
H 2.0123 -2.9099 0.7354
H 4.7659 -5.7932 -1.9770
H 5.8018 1.3140 0.0950
H 1.1842 -4.8856 -0.8285
H -4.0702 -0.0821 -1.1562
H -0.6081 0.1650 -1.7395
H -3.8439 -4.3742 -0.2772
H 1.5189 2.4525 -1.0053
H -2.1074 4.6432 -0.1675
H 1.7350 -3.9211 2.1582
H 1.9202 -1.9096 -1.3879
H 0.6538 -5.8505 0.3695
H 2.4273 0.2096 -5.6060
H 5.2797 1.6514 1.8175
H 4.2036 2.0688 0.5106
H 3.3171 -5.0141 -3.7415
H -1.9104 -1.4200 -0.5855
H 1.7327 6.0479 1.2553
H 3.5366 2.4387 3.7323
H 0.1027 0.7673 2.6332
H -5.3374 -2.1741 -0.3220
H -1.4188 1.5077 -2.5908
H -2.9878 3.7204 1.9230
H -1.5088 1.7156 1.0089
H 3.6190 -0.2402 0.3357
H -2.9639 3.0978 -2.9509
H 5.0670 -4.4330 -0.0103
H 3.7830 -2.4473 0.2819
H -2.7850 -4.7468 1.1318
H 0.4502 1.5121 4.6667
H -0.9733 2.6281 -1.0779
H -0.7686 6.3305 1.0900
H 0.6218 -1.4495 -4.0948
H 2.9080 -4.4137 1.0444
H -2.4765 4.7038 3.8911
H 1.9712 3.2313 3.2748
H -3.9039 2.5909 -1.6881
H 3.3679 3.2784 2.1129
H -3.9919 -1.3069 3.6022
H -1.6684 -0.7811 1.0417
H 2.2037 -0.9889 -3.4412
```

---

No. 3
The following is a quantum chemistry calculation of a structure of composition C39H45GeN8O2SSi3W, from OMol25.

Output
- Total charge: +2
- Highest occupied orbital energy (alpha / beta): -0.36896 / -0.46928 Ha
- Multiplicity: 4
- HOMO-LUMO gap (alpha / beta): 0.1579 / 0.2390 hartree
- E_LUMO (alpha / beta): -5.74 / -6.27 eV

Geometry as XYZ:
```
100
C39H45GeN8O2SSi3W, DFT ωB97M-V/def2-TZVPD
W -1.2039 0.0890 0.5307
Ge 1.2288 -0.0626 -0.1166
S -0.5696 7.6367 0.1216
Si 1.7658 0.0215 -2.5812
Si 3.4248 0.5824 0.9068
Si 0.8223 -4.5378 -0.9152
O -4.7018 -0.4679 -1.6667
O 0.8875 -3.6335 0.7850
N -0.6291 -1.8832 0.0700
N -2.6201 -0.7792 -0.7043
N -1.3602 1.6709 -0.8886
N -3.0660 1.0570 1.1013
N -1.0946 6.5545 -0.9526
N -0.9990 -0.9975 2.2710
N -0.4028 1.7093 1.6241
N -0.1314 6.5944 1.2717
C 0.4042 4.1341 2.8545
C -0.5573 2.9339 0.9712
C -2.1824 -1.7685 -1.5945
C -1.8526 1.6578 -2.1427
C -4.3152 2.9446 1.9258
C -2.0936 2.7869 -2.9017
C -1.5373 -0.7601 3.4994
C -0.9497 5.3379 -0.4479
C 0.4790 -2.2216 0.8662
C 0.1716 -1.7453 2.2272
C -1.2919 4.1080 -1.0846
C 2.6886 -4.6093 -1.2150
C 0.4052 -0.5099 -3.8361
C 3.3323 -0.8250 -3.2901
C -5.1835 1.6809 0.1069
C 0.9137 -1.9728 3.3820
C 3.4100 2.4816 0.6919
C -2.7303 -2.2134 -2.7776
C -0.1165 -3.2300 -1.9464
C 0.1864 1.7483 2.8480
C -3.8570 -0.2050 -0.8302
C -0.1712 4.1545 1.5971
C -2.0464 -3.2218 -3.5139
C -3.2462 2.0780 1.9741
C 0.5925 2.8957 3.4795
C 0.4946 -4.4834 1.8764
C 3.5679 0.1274 2.7571
C -0.3887 5.3619 0.8611
C -5.3086 2.7592 0.9643
C 0.3816 -1.6461 4.6179
C -1.8103 4.0403 -2.3698
C -0.9101 -1.0999 4.6707
C -0.9821 -2.3634 -1.1014
C -1.0788 2.9119 -0.3386
C 1.8886 1.9342 -2.6322
C -0.2369 -6.0827 -0.6504
C -0.8467 -3.7207 -3.1544
C 4.8876 -0.2536 0.0076
C -4.0618 0.8657 0.1885
H -0.5165 -6.5043 -1.6141
H 1.0041 -4.1842 2.7883
H -6.1419 3.4374 0.8899
H 4.0714 2.9606 1.4062
H 0.6825 -2.5462 -2.2983
H 3.3450 -0.6641 -4.3640
H 0.3925 0.1972 -4.6617
H -2.4890 2.2030 2.7421
H 3.7402 2.7762 -0.2985
H 1.0654 2.8370 4.4444
H -1.9711 4.9501 -2.9246
H 3.7675 -0.9309 2.8872
H 0.7171 5.0575 3.3097
H -2.4967 2.6887 -3.8957
H 4.2530 -0.4137 -2.8968
H 1.9042 -2.3945 3.3105
H 4.4015 0.6575 3.2068
H 0.8048 -5.4953 1.6369
H -1.3889 -0.9166 5.6180
H 4.7227 -1.3198 -0.1211
H 2.9054 -4.8065 -2.2618
H 0.3365 0.7939 3.3362
H 3.3504 -1.8979 -3.1266
H 2.4128 2.8892 0.8416
H -3.6670 -1.8239 -3.1420
H -5.9188 1.4538 -0.6505
H -4.3684 3.7582 2.6307
H -0.5831 -4.4483 2.0323
H 2.9110 2.2781 -2.5193
H 0.6147 -1.4810 -4.2770
H 0.2871 -6.8654 -0.1059
H 3.1536 -5.4160 -0.6508
H 1.3027 2.3807 -1.8284
H 3.1876 -3.6804 -0.9368
H -0.3474 -4.4573 -3.7629
H -2.0577 0.6855 -2.5750
H 5.7954 -0.1309 0.5916
H -2.5114 -0.2768 3.5023
H 1.5195 2.3343 -3.5706
H 0.9396 -1.8187 5.5213
H -0.5993 -0.5488 -3.4289
H 5.0748 0.1814 -0.9684
H 2.6778 0.3815 3.3211
H -1.1626 -5.8677 -0.1194
H -2.5207 -3.5768 -4.4155
```

---

Listing ΔE to the lowest compared entry with this formula, charge and spin for the structures above in their given order: 0.000 14.690 3.474 eV.
Listing max |F| for the structures above in their given order: 0.152 10.254 2.758 eV/Å.